--- w ---
C4H6NO | ωB97M-V with the def2-TZVPD basis set

total charge = +1
gap between HOMO and LUMO = 9.93 eV
molecular weight = 84.098 g/mol

Each line ends with the Löwdin charge.
CARTESIAN COORDINATES (ANGSTROEM)
C -2.0318 -0.0005 0.0346  -0.104
C -0.9923 1.0465 0.0051  -0.047
C -0.2957 -1.1160 0.6583  0.000
C 0.2347 0.2393 0.3645  -0.204
N 0.4833 -0.8913 -0.5565  0.111
O -3.1025 -0.3762 -0.1214  0.285
H -0.9763 1.5973 -0.9412  0.150
H -1.2177 1.7739 0.7926  0.161
H 0.0249 -1.8314 1.3916  0.114
H 1.1152 0.7193 0.7757  0.164
H 1.4431 -1.2406 -0.5899  0.187
H 0.0303 -0.9449 -1.4703  0.183

=====

--- x ---
C4H6NO | ωB97M-V with the def2-TZVPD basis set

total charge = +1
gap between HOMO and LUMO = 8.48 eV
molecular weight = 84.098 g/mol

Each line ends with the Löwdin charge.
CARTESIAN COORDINATES (ANGSTROEM)
C 1.1976 -0.7331 0.5488  0.090
C 0.1505 -0.3333 1.3995  0.130
C 1.0607 0.6701 0.2909  0.010
C -0.2769 0.7026 0.5026  -0.306
N -1.3040 1.3149 0.0134  0.290
O -0.3055 -1.2190 -0.9608  -0.008
H 2.0148 -1.4304 0.5583  0.149
H 1.7776 1.3823 0.3004  0.114
H 0.0777 -1.5705 -1.7477  0.088
H -1.1481 1.9650 -0.6925  0.133
H -2.2266 1.0476 0.3798  0.176
H -1.0178 -1.7962 -0.5926  0.133

=====

The most stable of them is w.

=====

--- w ---
FHNO3P | ωB97M-V with the def2-TZVPD basis set

total charge = -2
gap between HOMO and LUMO (spin up / spin down) = 5.57 / 5.57 eV
molecular weight = 112.984 g/mol

Each line ends with the Löwdin charge.
CARTESIAN COORDINATES (ANGSTROEM)
N -0.9699 -1.1317 1.3560  -0.224
O 0.7420 2.0666 -0.2419  -0.446
O 0.2487 0.3953 -2.0695  -0.425
O 2.3431 0.1593 -0.3833  -0.436
F -2.2540 -2.0244 1.1923  -0.520
P 1.0289 0.7236 -0.8401  0.226
H -1.1388 -0.1888 0.9865  -0.175

=====

--- x ---
FHNO3P | ωB97M-V with the def2-TZVPD basis set

total charge = -2
gap between HOMO and LUMO (spin up / spin down) = 6.41 / 6.41 eV
molecular weight = 112.984 g/mol

Each line ends with the Löwdin charge.
CARTESIAN COORDINATES (ANGSTROEM)
N -1.2800 -0.2974 0.9735  -0.160
O 0.5011 1.3309 -1.5516  -0.459
O 1.5104 -0.8613 -0.8512  -0.442
O 1.6097 1.1354 0.7608  -0.475
F -2.6139 -0.6665 0.2877  -0.453
P 1.0064 0.4606 -0.4505  0.143
H -0.7336 -1.1016 0.8314  -0.155

=====

The most stable of them is x.

=====

--- w ---
C4H7NOS2 | ωB97M-V with the def2-TZVPD basis set

gap between HOMO and LUMO = 8.57 eV
SMILES = C=C(SC)N(O)C=S
molecular weight = 149.240 g/mol

Each line ends with the Löwdin charge.
CARTESIAN COORDINATES (ANGSTROEM)
C -1.4040 -2.0870 0.6015  -0.307
C -0.4532 0.8690 -0.3339  -0.630
C -0.8349 2.1652 -0.2787  0.021
C 1.5917 -0.4920 -0.6234  -0.671
H -2.5624 -2.4026 0.4638  0.047
H -0.4898 -2.9148 0.3254  0.106
H -1.3965 -1.4974 1.5901  0.026
H 0.0195 2.9095 -0.3639  0.092
H -1.8066 2.6778 -0.2439  0.070
H 2.3453 1.1495 0.7253  -0.028
H 1.0485 -1.0404 -1.2863  0.022
N 0.8758 0.5275 -0.1547  -0.245
O 1.5171 1.4180 0.5924  0.047
S -1.6252 -0.4797 -0.6539  0.791
S 3.1746 -0.8024 -0.3599  0.659

=====

--- x ---
C4H7NOS2 | ωB97M-V with the def2-TZVPD basis set

gap between HOMO and LUMO = 9.16 eV
SMILES = CON1C[C@H](S)C1=S
molecular weight = 149.240 g/mol

Each line ends with the Löwdin charge.
CARTESIAN COORDINATES (ANGSTROEM)
C -2.1257 0.0673 0.7385  -0.163
C 0.6489 -1.2113 -0.4481  -0.100
C 1.5427 -0.0734 -0.8326  -0.534
C 0.2886 0.9295 -0.5752  -0.786
H -2.0190 -0.7581 1.4678  0.084
H -3.2343 0.5160 0.6239  0.133
H -1.3801 1.0049 1.0919  0.089
H 0.6019 -2.1228 -1.0845  0.128
H 0.6787 -1.6937 0.5162  0.109
H 2.0182 0.1052 -1.7636  0.072
H 2.3277 1.0558 1.2226  -0.119
N -0.4734 -0.1671 -0.4074  -0.175
O -1.8433 -0.4799 -0.5091  -0.066
S 3.0071 0.2949 0.2814  0.682
S -0.0381 2.5327 -0.3218  0.646

=====

--- y ---
C4H7NOS2 | ωB97M-V with the def2-TZVPD basis set

gap between HOMO and LUMO = 8.47 eV
molecular weight = 149.240 g/mol

Each line ends with the Löwdin charge.
CARTESIAN COORDINATES (ANGSTROEM)
C -0.1467 -1.1889 0.3698  -0.775
C -0.6680 -0.0673 -0.5234  -0.573
C 0.3776 1.0506 -0.4384  -0.598
C -0.1511 2.0404 -1.2858  -0.184
H 1.5498 -2.0843 1.5454  0.032
H 0.0255 -0.5565 1.3376  0.031
H -0.8254 -2.0831 0.6752  0.089
H -0.9181 -0.4951 -1.5508  0.151
H -1.6969 -0.2566 2.1070  0.120
H 0.5268 1.3460 0.6560  0.178
H 2.1369 0.3126 -0.4123  0.021
N -0.8215 2.7106 -2.0108  0.188
O 1.4945 0.6678 -0.9210  0.016
S 1.3518 -2.0141 -0.0316  0.703
S -2.2352 0.6180 0.4830  0.602

=====

The most stable of them is w.

=====

--- w ---
C3H6BrN2S | ωB97M-V with the def2-TZVPD basis set

total charge = +1
gap between HOMO and LUMO = 9.12 eV
molecular weight = 182.066 g/mol

Each line ends with the Löwdin charge.
CARTESIAN COORDINATES (ANGSTROEM)
C -0.6755 1.3964 -0.4819  -0.095
C -1.0083 1.1869 0.9965  -0.391
C -0.5390 -0.8429 -0.4113  -0.638
N -0.4500 0.3349 -1.1423  0.076
N -0.2727 -1.9922 -0.9808  0.181
S -0.9653 -0.5572 1.2276  1.089
Br 3.2119 0.3228 0.2470  0.358
H -0.5878 2.3790 -1.0561  0.172
H -0.1782 1.4782 1.6339  0.088
H -1.8366 1.7380 1.4212  0.107
H 3.6765 -0.5524 1.2165  -0.298
H -0.2068 -1.9029 -2.0273  0.169
H -0.1682 -2.9885 -0.6429  0.182

=====

--- x ---
C3H6BrN2S | ωB97M-V with the def2-TZVPD basis set

total charge = +1
gap between HOMO and LUMO = 10.11 eV
SMILES = [NH3+][C@@]1(Br)N=CCS1
molecular weight = 182.066 g/mol

Each line ends with the Löwdin charge.
CARTESIAN COORDINATES (ANGSTROEM)
C 0.6842 -0.6177 -1.3136  -0.199
C 1.2744 -1.3729 -0.1122  -0.318
C -0.8543 0.1023 0.1513  -1.135
N -0.2597 0.1934 -1.2583  0.065
N -0.7018 1.4466 0.7942  0.065
S 0.0041 -1.0111 1.2504  0.906
Br -2.8249 -0.0713 0.0986  0.758
H 1.1778 -0.7719 -2.2517  0.129
H 1.3323 -2.4989 -0.3473  0.123
H 2.1904 -0.8255 0.2956  0.107
H -0.8577 2.1701 0.0026  0.198
H 0.2351 1.5049 1.1282  0.116
H -1.4000 1.7519 1.5622  0.186

=====

The most stable of them is w.